[1]
This record from OMol25 describes a 5-piece molecular cluster, C14H29N3O4 overall. The level of theory is the ωB97M-V functional and the def2-TZVPD basis.

Calculated values
Electronic energy   -27646.473 eV
Energy relative to the best compared isomer or geometry (same formula, charge and spin)   1.508 eV
LUMO energy   0.0085 hartree
Molecular weight   303.40 g/mol
Kohn-Sham gap   9.40 eV

Atoms and positions in Å:
C: 3.117 4.051 -2.347
O: 3.019 5.075 -3.084
N: 2.754 4.066 -1.069
C: 2.787 2.841 -0.220
C: 2.374 5.270 -0.277
H: 3.469 3.053 -2.651
H: 1.765 2.686 0.125
H: 3.441 3.270 0.539
H: 3.327 1.994 -0.644
H: 2.924 5.339 0.661
H: 2.595 6.189 -0.821
H: 1.292 5.165 -0.201
C: -3.065 -2.362 -5.219
O: -3.388 -3.338 -5.847
N: -3.158 -2.250 -3.895
C: -3.367 -3.454 -3.132
C: -2.644 -1.078 -3.170
H: -2.433 -1.567 -5.643
H: -2.509 -4.086 -2.900
H: -4.095 -3.992 -3.740
H: -3.756 -3.257 -2.133
H: -3.247 -0.682 -2.352
H: -1.637 -1.280 -2.805
H: -2.613 -0.283 -3.915
C: -1.651 2.305 3.341
C: -1.449 2.227 1.842
O: -0.719 3.000 1.242
C: -2.344 1.195 1.130
H: -2.658 2.658 3.564
H: -0.953 3.025 3.766
H: -1.576 1.339 3.839
H: -2.610 0.284 1.667
H: -2.098 0.884 0.115
H: -3.285 1.723 0.976
C: 1.810 -0.747 1.627
C: 0.539 -1.602 1.807
O: 0.180 -2.021 2.919
C: -0.133 -2.141 0.527
H: 1.911 0.013 0.852
H: 2.616 -1.437 1.377
H: 1.931 -0.415 2.658
H: 0.703 -2.355 -0.138
H: -0.887 -1.492 0.082
H: -0.659 -3.035 0.862
C: 2.489 -3.922 3.882
C: 2.060 -4.485 2.562
N: 1.745 -4.906 1.567
H: 2.184 -4.526 4.737
H: 2.333 -2.875 4.142
H: 3.566 -4.063 3.794

Here are the Mulliken charges for atoms 1 to 2, given in e: atom 1 (C): 0.219, atom 2 (O): -0.648

[2]
This record from OMol25 describes a 7-piece molecular cluster, C14H30BBr12F2PS overall. The level of theory is the ωB97M-V functional and the def2-TZVPD basis.

Calculated values
Electronic energy   -881752.263 eV
LUMO energy   0.0074 hartree
Molecular weight   1269.09 g/mol
Kohn-Sham gap   8.66 eV

Atoms and positions in Å:
F: 2.745 -1.118 -0.623
C: 3.142 -1.845 0.498
C: 1.928 -1.960 1.402
B: 2.126 -2.921 2.621
F: 1.284 -3.924 2.838
P: 3.665 -2.662 3.769
S: 5.113 -3.719 2.951
H: 3.970 -1.309 0.952
H: 3.516 -2.810 0.173
H: 1.691 -0.968 1.783
H: 1.108 -2.357 0.808
H: 3.422 -3.024 5.103
H: 3.920 -1.279 3.785
Br: 0.335 1.180 0.170
C: 0.509 0.637 -1.694
C: -0.825 0.435 -2.350
Br: -1.673 -1.222 -1.774
H: 1.118 -0.255 -1.685
H: 1.055 1.439 -2.186
H: -0.704 0.343 -3.426
H: -1.525 1.235 -2.129
Br: 1.069 3.196 -4.346
C: 1.363 2.646 -6.189
C: 0.073 2.429 -6.933
Br: -0.799 0.762 -6.433
H: 1.981 1.755 -6.152
H: 1.924 3.458 -6.646
H: 0.261 2.346 -8.001
H: -0.646 3.221 -6.752
Br: 3.161 -0.962 -3.554
C: 3.411 -1.533 -5.396
C: 2.100 -1.719 -6.112
Br: 1.189 -3.343 -5.553
H: 4.000 -2.443 -5.361
H: 3.992 -0.746 -5.874
H: 2.262 -1.828 -7.182
H: 1.403 -0.905 -5.933
Br: -1.628 2.382 6.197
C: -1.721 2.328 4.252
C: -1.259 1.005 3.705
Br: 0.678 0.823 3.775
H: -1.126 3.158 3.888
H: -2.765 2.496 4.003
H: -1.520 0.920 2.652
H: -1.667 0.162 4.252
Br: -2.747 -2.070 3.889
C: -1.988 -3.559 4.883
C: -1.280 -3.101 6.131
Br: 0.432 -2.280 5.714
H: -1.325 -4.082 4.202
H: -2.828 -4.200 5.139
H: -1.050 -3.950 6.770
H: -1.848 -2.366 6.690
Br: -5.009 4.663 3.294
C: -5.160 4.703 1.354
C: -4.829 3.367 0.746
Br: -2.915 3.022 0.774
H: -4.500 5.491 1.007
H: -6.192 4.973 1.144
H: -5.117 3.340 -0.302
H: -5.301 2.546 1.274

Here are the Mulliken charges for atoms 1 to 2, given in e: atom 1 (F): -0.247, atom 2 (C): -0.557